Entry from OMol25: a gas-phase ion, C5H12N5 (charge +1) (ωB97M-V/def2-TZVPD).

Summary:
* HOMO-LUMO gap (spin up / spin down): 7.6883 / 4.9011 eV
* M: 142.19 g mol⁻¹
* energy above the lowest of the compared OMol25 structures with the same formula, charge and spin: 55.9 kcal per mole
* total charge: +1
* E: -12816.041 eV
* <S²>: 2.013
* spin multiplicity: 3

Atoms and positions in Å:
C -0.470 2.371 0.304
C -1.410 0.077 -0.058
C -1.742 1.533 0.162
C -1.074 -2.069 0.823
C 2.922 -0.671 -0.431
N 0.713 1.942 0.197
N -1.161 -0.686 0.915
N -1.154 -0.065 -1.367
N 1.862 0.048 0.298
N 1.311 1.016 -0.240
H -0.592 3.289 0.788
H -2.269 1.629 1.264
H -2.373 1.926 -0.575
H -1.789 -2.522 1.523
H -0.108 -2.422 1.105
H -1.451 -2.351 -0.187
H 3.478 0.184 -0.854
H 3.558 -1.286 0.177
H 2.636 -1.221 -1.286
H -0.803 -0.883 -1.813
H 1.612 -0.383 1.283
H -1.695 0.547 -2.029

=====

Entry from OMol25: 7 unconnected molecules or ions with the total composition C3H17O9 (ωB97M-V/def2-TZVPD).

Summary:
* HOMO-LUMO gap: 9.2883 eV
* M: 197.16 g mol⁻¹
* energy above the lowest of the compared OMol25 structures with the same formula, charge and spin: 0.0 kcal per mole
* total charge: -1
* E: -21818.603 eV

Atoms and positions in Å:
O 1.036 0.783 2.597
C 0.073 0.576 1.846
O -0.670 -0.467 1.895
C -0.223 1.631 0.778
C 1.040 2.069 0.072
O 1.406 1.215 -1.018
H -0.747 2.462 1.263
H -0.955 1.217 0.080
H 0.913 3.043 -0.413
H 1.887 2.133 0.759
H 1.686 0.270 -0.765
H -2.888 0.174 -1.094
H -2.148 0.857 -2.249
O -3.028 0.841 -1.808
H -1.176 -1.721 -0.972
H -0.516 -1.251 -2.239
O -0.470 -1.982 -1.620
H 1.078 -2.091 2.205
H 2.323 -1.337 2.506
O 2.046 -2.179 2.099
H -1.630 -0.726 0.824
H -2.902 -1.669 0.602
O -2.310 -1.068 0.105
H 1.984 -1.614 0.414
H 1.086 -1.659 -0.896
O 1.931 -1.299 -0.528
H 0.196 0.996 -2.196
H -0.574 1.887 -3.184
O -0.462 0.947 -2.949

=====

Entry from OMol25: 2 unconnected molecules or ions with the total composition C5H15NO (ωB97M-V/def2-TZVPD).

Summary:
* HOMO-LUMO gap: 9.4102 eV
* M: 105.18 g mol⁻¹
* energy above the lowest of the compared OMol25 structures with the same formula, charge and spin: 57.7 kcal per mole
* E: -8963.857 eV

Atoms and positions in Å:
C -1.103 1.165 -1.219
N -0.559 0.862 0.121
C 0.453 -0.201 0.065
C 1.548 -0.305 1.308
C 1.827 1.174 1.750
C 2.782 -1.119 0.937
H -0.381 1.915 -1.577
H -1.162 0.374 -1.918
H -2.193 1.547 -1.256
H -1.260 0.476 0.809
H -0.107 -1.234 -0.037
H 1.093 0.023 -0.846
H 0.820 -0.757 2.203
H 2.475 1.365 2.636
H 2.129 1.833 0.913
H 0.710 1.467 2.062
H 3.248 -0.796 0.010
H 3.705 -1.077 1.583
H 2.460 -2.242 0.857
H -4.989 -1.017 -2.495
H -5.794 -2.189 -2.807
O -5.703 -1.264 -3.099